(1)
28
Properties=species:S:1:pos:R:3 method="wB97M-V/def2-TZVPD" lumo_ha=-0.1526 smiles="CC(C)C1=CC(C(F)(F)F)=C[S@@](C)(O)#[N+]1" charge=+1 de_lowest_kcal_mol=5.0 gap_ev=8.9647
C -0.73 0.48 0.75
C 0.02 2.15 -1.09
C -0.71 1.67 -0.01
C 0.14 -0.54 0.37
C -0.33 -1.75 2.53
C -0.60 -2.87 0.18
C 1.41 0.30 -3.06
C 0.16 -1.88 1.10
C -1.77 2.65 0.55
N 1.14 -0.35 -0.50
O 2.76 1.51 -1.27
F -2.96 2.16 0.91
F -1.18 2.99 1.82
F -1.95 3.79 -0.07
S 1.28 0.91 -1.42
H -1.36 0.25 1.52
H -0.03 3.11 -1.56
H -1.33 -1.39 2.74
H 0.30 -1.21 3.17
H -0.41 -2.72 3.08
H -0.74 -3.92 0.66
H -0.10 -3.01 -0.78
H -1.59 -2.51 0.08
H 1.69 1.17 -3.57
H 0.40 0.09 -3.33
H 1.98 -0.60 -3.28
H 1.21 -2.22 1.02
H 3.30 1.74 -0.54

***

(2)
86
Properties=species:S:1:pos:R:3 method="wB97M-V/def2-TZVPD" lumo_ha=0.1487 charge=-2 de_lowest_kcal_mol=53.6 gap_ev=5.5455
Au 0.60 -1.14 0.22
C 2.64 0.93 2.01
Si 1.76 -0.23 3.19
C 3.10 -1.15 4.16
C 0.82 0.85 4.41
N 0.78 -1.31 2.28
C -0.06 -2.27 2.81
C -0.24 -2.53 4.17
C -1.11 -3.52 4.62
C -1.82 -4.28 3.71
C -1.65 -4.05 2.35
C -0.78 -3.07 1.88
N -0.54 -2.81 0.53
Si -1.06 -3.81 -0.78
C -2.93 -3.76 -1.04
C -0.56 -5.61 -0.50
C -0.26 -3.31 -2.40
H 3.26 1.63 2.58
H 1.92 1.50 1.42
H 3.28 0.38 1.32
H 3.74 -0.44 4.69
H 3.72 -1.72 3.46
H 2.68 -1.84 4.89
H 1.51 1.57 4.87
H 0.34 0.28 5.21
H 0.04 1.41 3.87
H 0.30 -1.93 4.89
H -1.23 -3.68 5.69
H -2.50 -5.05 4.05
H -2.22 -4.64 1.64
H -3.49 -4.24 -0.23
H -3.19 -4.26 -1.98
H -3.27 -2.72 -1.10
H -1.03 -6.08 0.36
H 0.52 -5.66 -0.35
H -0.80 -6.20 -1.39
H -0.85 -2.57 -2.94
H -0.17 -4.20 -3.02
H 0.73 -2.88 -2.24
S -2.55 7.13 -0.21
C -2.50 5.46 0.01
S -1.26 4.68 0.94
C -1.92 3.08 0.57
N -2.98 3.16 -0.18
N -3.29 4.49 -0.48
C -4.40 4.65 -1.36
C -5.23 5.77 -1.30
C -6.31 5.86 -2.17
C -6.57 4.85 -3.09
C -5.74 3.74 -3.13
C -4.66 3.63 -2.27
S -1.18 1.70 1.20
H -5.03 6.55 -0.59
H -6.95 6.73 -2.12
H -7.41 4.93 -3.77
H -5.93 2.94 -3.84
H -4.01 2.77 -2.29
N 0.98 -0.45 -1.50
C 0.08 0.14 -2.35
C -1.31 0.16 -2.13
C -2.17 0.71 -3.06
C -1.69 1.33 -4.21
C -0.31 1.36 -4.42
C 0.55 0.76 -3.53
H -1.70 -0.29 -1.22
H -3.24 0.69 -2.86
H -2.37 1.79 -4.92
H 0.08 1.84 -5.31
H 1.62 0.76 -3.71
C 4.10 1.30 -2.26
C 4.53 0.44 -1.11
C 5.59 0.69 -0.29
C 5.79 -0.21 0.79
N 5.11 -1.31 0.96
C 4.15 -1.64 0.05
S 3.23 -3.00 0.02
N 3.80 -0.65 -0.87
C 6.81 0.11 1.84
H 4.76 2.15 -2.37
H 3.08 1.66 -2.09
H 4.10 0.72 -3.18
H 6.22 1.56 -0.43
H 2.97 -0.87 -1.44
H 7.48 0.91 1.53
H 7.38 -0.78 2.09
H 6.29 0.43 2.75

***

(3)
44
Properties=species:S:1:pos:R:3 method="wB97M-V/def2-TZVPD" spin_multiplicity=5 lumo_ha="-0.2680 / -0.4158" charge=+2 gap_ev="8.6475 / 4.5982"
Rh 0.61 -1.02 -0.97
F 0.70 -5.81 -3.24
C 0.00 -5.29 -2.26
F -1.29 -5.33 -2.53
F 0.24 -5.92 -1.13
S 0.58 -3.50 -1.98
O 0.21 -3.17 -0.59
O 0.02 -2.51 -2.87
N 2.13 -3.66 -2.18
S 3.13 -2.45 -2.11
O 4.48 -2.81 -2.09
O 2.70 -1.48 -1.09
C 2.81 -1.39 -3.69
F 1.85 -0.49 -3.34
F 2.36 -2.08 -4.72
F 3.90 -0.74 -3.99
O -1.23 1.67 5.31
C -0.35 0.61 5.22
C -0.03 0.27 3.79
C 0.73 -0.86 3.48
C 0.96 -1.15 2.14
N 0.48 -0.39 1.17
C -0.24 0.71 1.43
C -0.51 1.07 2.75
C -0.71 1.45 0.24
C -1.38 2.67 0.29
C -1.77 3.28 -0.90
C -2.51 4.59 -0.88
O -2.55 5.12 0.40
C -1.47 2.66 -2.11
C -0.81 1.44 -2.08
N -0.45 0.86 -0.94
H -1.46 1.87 6.23
H -0.76 -0.30 5.72
H 0.59 0.82 5.76
H 1.13 -1.50 4.24
H 1.51 -2.03 1.84
H -1.11 1.93 3.00
H -1.60 3.17 1.22
H -3.53 4.41 -1.27
H -2.05 5.28 -1.61
H -2.99 5.98 0.41
H -1.74 3.10 -3.06
H -0.56 0.91 -3.00

***

(4)
16
Properties=species:S:1:pos:R:3 method="wB97M-V/def2-TZVPD" lumo_ha=0.0261 smiles="C[C@H]1[C@@H]2N=CN(O)[C@H]12" de_lowest_kcal_mol=88.3 gap_ev=9.1713
C 0.37 2.55 0.53
C 0.49 1.12 0.12
C 0.02 0.16 1.24
C 0.29 -1.67 0.12
C -0.72 0.37 -0.16
H 0.09 3.17 -0.35
H -0.32 2.80 1.35
H 1.34 2.87 0.97
H 1.38 0.75 -0.41
H -0.28 0.53 2.19
H 0.51 -2.64 -0.21
H 0.26 -0.65 -2.33
H -1.68 0.90 -0.30
N 0.58 -1.15 1.23
N -0.52 -0.95 -0.67
O -0.55 -1.04 -2.00

***

(5)
39
Properties=species:S:1:pos:R:3 method="wB97M-V/def2-TZVPD" lumo_ha=0.0306 smiles="COc1nc(NCCC2=CCCCC2)nc(OC)n1" de_lowest_kcal_mol=0.5 gap_ev=9.7077
C 3.84 0.69 -3.60
H 3.80 1.13 -4.59
H 4.49 -0.18 -3.58
H 4.20 1.42 -2.87
O 2.50 0.32 -3.30
C 2.30 -0.25 -2.12
N 1.05 -0.59 -1.85
C 0.87 -1.15 -0.65
N -0.37 -1.56 -0.37
H -1.08 -1.26 -1.02
C -0.79 -1.93 0.96
H -0.01 -2.56 1.39
H -1.71 -2.50 0.88
C -1.01 -0.70 1.86
C -1.96 0.28 1.23
C -3.27 0.06 1.20
C -4.26 0.95 0.52
C -3.58 1.91 -0.45
C -2.38 2.55 0.23
C -1.34 1.48 0.57
H -0.83 1.17 -0.34
H -0.58 1.91 1.24
H -2.71 3.04 1.15
H -1.94 3.31 -0.41
H -3.24 1.35 -1.33
H -4.29 2.67 -0.78
H -4.81 1.52 1.28
H -5.00 0.33 0.00
H -3.68 -0.81 1.71
H -0.04 -0.22 2.04
H -1.40 -1.04 2.82
N 1.84 -1.36 0.25
C 3.04 -0.98 -0.14
N 3.34 -0.42 -1.30
O 4.07 -1.15 0.68
C 3.78 -1.75 1.93
H 4.73 -1.80 2.46
H 3.36 -2.74 1.79
H 3.06 -1.14 2.49

***

(6)
18
Properties=species:S:1:pos:R:3 method="wB97M-V/def2-TZVPD" lumo_ha=0.0182 smiles="CN(O)C(N)(N)N=C=N" de_lowest_kcal_mol=76.4 gap_ev=8.6431
C 0.16 -1.27 -1.34
N -0.16 -0.74 -0.03
C 1.65 0.60 0.33
C -0.61 0.69 0.24
N -1.50 0.77 1.36
N -1.22 1.19 -0.95
O -0.32 -1.71 0.97
N 0.65 1.29 0.59
N 2.79 0.18 0.37
H 0.51 -1.69 1.47
H -2.28 0.14 1.25
H -1.01 0.55 2.22
H -2.20 1.42 -0.82
H -0.76 2.02 -1.31
H 3.56 0.78 0.63
H 0.26 -0.47 -2.07
H -0.63 -1.95 -1.65
H 1.12 -1.78 -1.27

***

(7)
55
Properties=species:S:1:pos:R:3 method="wB97M-V/def2-TZVPD" lumo_ha=-0.4156 charge=+3 de_lowest_kcal_mol=7.5 gap_ev=3.4562
Hf -0.02 0.00 -0.32
Cl 0.16 -0.04 2.26
C 1.84 0.42 2.74
C 2.14 0.41 4.07
C 3.46 0.76 4.39
C 4.37 1.08 3.41
C 4.01 1.07 2.07
Cl 5.14 1.50 0.86
C 2.71 0.72 1.70
S 2.23 0.70 0.02
H 1.42 0.16 4.83
H 3.76 0.77 5.43
H 5.39 1.35 3.67
C -3.34 -3.50 0.28
O -3.65 -2.04 0.22
C -2.74 -1.18 0.13
O -1.49 -1.44 0.01
N -3.11 0.12 0.13
N -2.10 1.10 0.07
H -4.32 -3.96 0.34
H -2.76 -3.68 1.18
H -2.82 -3.77 -0.63
H -4.08 0.40 0.28
H -2.11 1.64 0.94
H -2.33 1.76 -0.69
C 7.55 4.62 -0.27
C 6.42 4.13 -1.13
C 6.59 3.09 -2.04
C 5.56 2.63 -2.85
C 4.31 3.23 -2.74
N 3.20 2.86 -3.55
C 3.23 2.01 -4.61
O 4.17 1.44 -5.08
N 1.91 1.77 -5.16
C 0.92 1.13 -4.50
C -0.17 0.57 -5.21
C -1.16 -0.13 -4.56
C -1.10 -0.28 -3.19
N -0.08 0.26 -2.48
C 0.91 0.93 -3.11
C 4.10 4.26 -1.82
C 5.15 4.70 -1.03
H 8.51 4.32 -0.69
H 7.48 4.21 0.74
H 7.54 5.70 -0.20
H 7.57 2.65 -2.15
H 5.75 1.86 -3.58
H 2.43 3.52 -3.55
H 1.98 1.57 -6.15
H -0.21 0.68 -6.29
H -1.97 -0.58 -5.12
H -1.85 -0.84 -2.65
H 1.71 1.33 -2.51
H 3.14 4.76 -1.77
H 4.98 5.53 -0.36